ORCA calculation (wB97M-V/def2-TZVPD) on a 9-piece molecular cluster, C42H66BrFN4O17PS overall at a distorted geometry.

Output
Electronic energy (a.u.): -6551.2921
Largest force on an atom (eV/A): 1.525
HOMO energy (eV): -10.861
Total charge: +1

Positions of all 133 atoms, in Å:
1 C -2.762 3.381 2.813
2 C -2.011 2.046 2.638
3 P -3.204 0.672 2.863
4 C -2.325 -0.616 3.801
5 N -3.364 0.037 1.194
6 C -2.543 -0.532 0.270
7 N -1.243 -0.771 0.373
8 F -0.591 -0.419 1.509
9 C -0.464 -1.398 -0.688
10 C -0.799 -2.856 -0.978
11 C 0.275 -3.519 -1.835
12 Br -1.127 -3.875 0.654
13 N -3.187 -0.850 -0.864
14 C -4.432 -0.468 -0.680
15 C -5.520 -0.619 -1.681
16 C -5.046 -1.548 -2.778
17 O -4.795 -1.161 -3.863
18 N -4.615 0.074 0.538
19 S -6.025 0.732 1.195
20 H -2.076 4.197 2.985
21 H -3.392 3.562 1.945
22 H -3.435 3.262 3.659
23 H -1.559 2.000 1.652
24 H -1.262 1.969 3.422
25 H -1.261 -0.421 3.820
26 H -2.693 -0.520 4.818
27 H -2.553 -1.620 3.458
28 H 0.592 -1.240 -0.505
29 H -0.731 -0.842 -1.587
30 H -1.726 -2.877 -1.537
31 H -0.061 -3.639 -2.855
32 H 0.519 -4.496 -1.440
33 H 1.196 -2.941 -1.842
34 H -6.384 -1.040 -1.170
35 H -5.788 0.346 -2.102
36 H -4.945 -2.604 -2.494
37 H -6.535 -0.388 1.738
38 O -0.968 6.721 2.516
39 C -1.418 6.997 3.590
40 O -1.169 6.262 4.699
41 C -1.938 6.771 5.814
42 C -2.258 8.212 5.453
43 C -2.355 8.142 3.929
44 H -2.836 6.157 5.917
45 H -1.345 6.692 6.717
46 H -3.154 8.585 5.944
47 H -1.423 8.850 5.743
48 H -3.358 7.878 3.591
49 H -2.029 9.054 3.439
50 O 2.804 -5.371 -3.419
51 C 3.562 -4.464 -3.598
52 O 3.273 -3.204 -3.176
53 C 4.306 -2.291 -3.602
54 C 5.532 -3.161 -3.850
55 C 4.896 -4.475 -4.308
56 H 3.965 -1.791 -4.510
57 H 4.456 -1.546 -2.823
58 H 6.223 -2.724 -4.567
59 H 6.070 -3.318 -2.915
60 H 4.706 -4.496 -5.384
61 H 5.470 -5.351 -4.021
62 O 2.889 -4.322 -7.212
63 C 1.705 -4.435 -7.059
64 O 0.888 -4.870 -8.046
65 C -0.491 -4.808 -7.618
66 C -0.427 -4.826 -6.094
67 C 0.891 -4.110 -5.827
68 H -0.929 -3.888 -8.009
69 H -1.025 -5.657 -8.037
70 H -1.283 -4.355 -5.618
71 H -0.362 -5.851 -5.731
72 H 0.771 -3.026 -5.773
73 H 1.388 -4.473 -4.934
74 O 1.898 -6.232 -14.187
75 C 2.224 -6.051 -13.053
76 O 1.326 -5.927 -12.046
77 C 1.995 -5.614 -10.808
78 C 3.427 -6.100 -10.998
79 C 3.631 -5.896 -12.499
80 H 1.941 -4.537 -10.646
81 H 1.484 -6.116 -9.997
82 H 4.140 -5.571 -10.370
83 H 3.491 -7.163 -10.760
84 H 3.982 -4.891 -12.735
85 H 4.296 -6.629 -12.947
86 O 0.310 8.121 7.489
87 C 1.289 7.516 7.834
88 O 1.251 6.590 8.807
89 C 2.580 6.103 9.087
90 C 3.383 6.397 7.825
91 C 2.705 7.669 7.314
92 H 2.961 6.637 9.958
93 H 2.518 5.044 9.323
94 H 4.449 6.502 8.012
95 H 3.244 5.592 7.103
96 H 3.136 8.571 7.752
97 H 2.708 7.753 6.231
98 O -0.328 -2.172 6.196
99 C 0.584 -2.543 5.517
100 O 1.874 -2.322 5.845
101 C 2.746 -2.778 4.793
102 C 1.931 -3.805 4.015
103 C 0.511 -3.264 4.183
104 H 3.021 -1.916 4.181
105 H 3.645 -3.191 5.242
106 H 2.251 -3.913 2.981
107 H 2.011 -4.780 4.495
108 H 0.256 -2.538 3.411
109 H -0.241 -4.047 4.213
110 O -1.356 -5.570 -3.259
111 C -1.773 -6.694 -3.226
112 O -1.051 -7.734 -3.679
113 C -1.825 -8.949 -3.622
114 C -2.903 -8.682 -2.578
115 C -3.126 -7.178 -2.740
116 H -2.242 -9.135 -4.613
117 H -1.163 -9.770 -3.360
118 H -3.795 -9.287 -2.721
119 H -2.511 -8.889 -1.581
120 H -3.867 -6.951 -3.509
121 H -3.397 -6.681 -1.813
122 O 2.368 14.041 5.891
123 C 1.611 13.147 6.114
124 O 1.874 11.863 5.760
125 C 0.750 11.018 6.061
126 C -0.029 11.758 7.141
127 C 0.247 13.218 6.781
128 H 0.165 10.885 5.146
129 H 1.111 10.052 6.393
130 H -1.084 11.493 7.165
131 H 0.395 11.533 8.120
132 H -0.468 13.608 6.054
133 H 0.283 13.875 7.645



ORCA calculation (wB97M-V/def2-TZVPD) on C37H112N2O21Zr as an isolated structure at a distorted geometry.

Output
Electronic energy (a.u.): -3212.6600
Largest force on an atom (eV/A): 7.885
HOMO energy (eV): -12.008
Total charge: +2

Positions of all 173 atoms, in Å:
1 Zr 2.604 -2.246 1.620
2 C -1.115 -1.918 3.160
3 C -0.512 -2.230 4.521
4 C -1.614 -3.037 5.248
5 C -1.102 -3.724 6.516
6 C 0.002 -4.692 6.127
7 C 1.188 -3.912 5.501
8 N 0.696 -3.083 4.391
9 O 1.683 -2.416 3.686
10 C 2.142 -5.012 5.018
11 C 1.927 -3.104 6.589
12 C -0.319 -0.924 5.294
13 H -2.019 -1.313 3.252
14 H -1.404 -2.822 2.619
15 H -0.454 -1.323 2.522
16 H -2.183 -3.738 4.634
17 H -2.386 -2.371 5.647
18 H -1.916 -4.142 7.111
19 H -0.710 -2.976 7.215
20 H -0.467 -5.378 5.416
21 H 0.282 -5.271 7.007
22 H 1.638 -5.700 4.341
23 H 2.553 -5.555 5.869
24 H 3.041 -4.606 4.540
25 H 2.030 -3.697 7.497
26 H 1.420 -2.165 6.805
27 H 2.931 -2.815 6.271
28 H 0.589 -0.360 5.076
29 H -0.297 -1.051 6.377
30 H -1.164 -0.273 5.064
31 C 1.567 2.092 0.831
32 C 0.284 1.394 0.405
33 C -0.325 2.302 -0.670
34 C -1.518 1.702 -1.389
35 C -1.167 0.321 -1.977
36 C -0.440 -0.635 -0.992
37 N 0.544 0.074 -0.191
38 O 1.204 -0.774 0.696
39 C 0.185 -1.686 -1.928
40 C -1.525 -1.353 -0.178
41 C -0.616 1.378 1.627
42 H 1.374 3.088 1.237
43 H 2.305 2.165 0.027
44 H 2.158 1.655 1.641
45 H 0.446 2.573 -1.397
46 H -0.551 3.292 -0.265
47 H -1.918 2.295 -2.212
48 H -2.334 1.564 -0.672
49 H -0.648 0.439 -2.928
50 H -2.173 -0.058 -2.175
51 H 0.728 -2.513 -1.468
52 H 0.879 -1.199 -2.624
53 H -0.565 -2.124 -2.591
54 H -2.360 -0.679 0.032
55 H -1.163 -1.778 0.759
56 H -2.005 -2.194 -0.683
57 H -0.106 1.188 2.575
58 H -1.451 0.673 1.613
59 H -1.130 2.328 1.802
60 C 4.414 -1.638 -3.424
61 O 3.135 -2.128 -2.993
62 H 5.246 -2.274 -3.119
63 H 4.388 -1.588 -4.513
64 H 4.530 -0.611 -3.081
65 H 2.768 -2.687 -3.695
66 C -3.842 -1.691 -2.908
67 O -2.811 -2.511 -3.431
68 H -3.429 -0.694 -2.701
69 H -4.664 -1.600 -3.623
70 H -4.216 -2.120 -1.981
71 H -2.447 -2.128 -4.247
72 C -5.768 3.039 -2.317
73 O -5.620 4.271 -1.681
74 H -4.808 2.534 -2.504
75 H -6.436 2.325 -1.837
76 H -6.174 3.121 -3.337
77 H -4.834 4.746 -1.992
78 C -1.409 -0.266 -5.563
79 O -1.721 -1.644 -5.829
80 H -0.326 -0.112 -5.613
81 H -1.834 0.392 -6.323
82 H -1.748 0.014 -4.568
83 H -1.534 -1.725 -6.770
84 C 4.938 3.323 -0.806
85 O 4.279 2.509 -1.757
86 H 4.634 3.150 0.236
87 H 6.020 3.203 -0.868
88 H 4.718 4.380 -0.977
89 H 3.496 3.010 -2.027
90 C -5.486 -0.438 -0.519
91 O -6.338 -1.288 -1.263
92 H -4.951 0.234 -1.190
93 H -5.998 0.145 0.250
94 H -4.728 -1.014 0.026
95 H -7.136 -1.432 -0.748
96 C 1.835 1.568 -4.767
97 O 0.905 2.336 -5.526
98 H 2.037 2.055 -3.809
99 H 1.336 0.615 -4.560
100 H 2.744 1.495 -5.357
101 H 0.011 2.270 -5.172
102 C 3.105 -4.319 -0.899
103 O 2.682 -3.003 -0.496
104 H 3.001 -5.021 -0.065
105 H 2.598 -4.790 -1.739
106 H 4.168 -4.330 -1.154
107 H 2.667 -2.527 -1.370
108 C 4.205 0.026 -0.281
109 O 4.245 -1.222 0.466
110 H 3.953 0.841 0.388
111 H 5.168 0.231 -0.748
112 H 3.518 -0.017 -1.124
113 H 5.079 -1.644 0.217
114 C 2.731 0.350 3.718
115 O 3.459 -0.537 2.820
116 H 1.671 0.341 3.483
117 H 2.858 -0.057 4.722
118 H 3.102 1.373 3.706
119 H 4.341 -0.143 2.784
120 C 0.608 -3.362 -4.833
121 O 1.909 -3.960 -4.657
122 H -0.222 -3.973 -4.474
123 H 0.567 -2.460 -4.224
124 H 0.487 -3.140 -5.890
125 H 1.864 -4.837 -5.051
126 C 2.548 5.879 0.765
127 O 3.390 6.056 1.886
128 H 1.495 5.679 0.999
129 H 2.656 6.783 0.161
130 H 2.820 5.018 0.154
131 H 2.989 6.691 2.486
132 C 0.704 4.047 4.402
133 O 1.473 4.361 5.526
134 H -0.323 3.735 4.616
135 H 0.595 4.906 3.733
136 H 1.213 3.335 3.736
137 H 1.845 3.571 5.920
138 C -2.566 3.503 -4.973
139 O -2.037 2.172 -5.108
140 H -3.084 3.556 -4.009
141 H -1.768 4.238 -4.951
142 H -3.327 3.684 -5.733
143 H -2.793 1.590 -4.984
144 C -4.197 2.125 3.529
145 O -4.269 3.524 3.303
146 H -3.345 1.670 3.008
147 H -4.062 1.981 4.599
148 H -5.112 1.633 3.192
149 H -4.661 3.668 2.437
150 C -0.931 -5.123 -1.877
151 O -1.176 -4.452 -0.649
152 H 0.110 -5.416 -1.994
153 H -1.566 -6.001 -2.011
154 H -1.210 -4.454 -2.699
155 H -2.109 -4.437 -0.422
156 C 0.714 -4.894 1.878
157 O 0.863 -3.619 1.235
158 H 0.393 -5.656 1.170
159 H 1.633 -5.254 2.348
160 H 0.022 -4.867 2.719
161 H 0.090 -3.567 0.632
162 C -2.269 5.866 -1.604
163 O -3.526 6.034 -2.251
164 H -2.032 6.638 -0.870
165 H -2.214 4.880 -1.149
166 H -1.522 5.960 -2.402
167 H -3.618 6.970 -2.456
168 C 1.449 4.862 -2.536
169 O 2.719 4.465 -3.036
170 H 0.617 4.625 -3.200
171 H 1.328 4.499 -1.520
172 H 1.447 5.951 -2.405
173 H 2.924 4.939 -3.847



Q: Which of these has the lowest largest force on an atom?
A: C42H66BrFN4O17PS